1.
60
Properties=species:S:1:pos:R:3:forces:R:3:mulliken_charge:R:1 method="wB97M-V/def2-TZVPD" charge=+2 total_energy_ha=-1443.52824 homo_ha="-0.4466 / -0.5683" spin_multiplicity=5 s2=6.023 fmax_ha_per_bohr=0.075 orbital_gap_ev="5.7 / 4.8"
C -2.465417 0.680296 -4.305539 -0.27 0.56 -0.41 -1.016
C -2.243044 -0.548641 -3.688169 -0.70 0.22 -1.13 -0.664
C -1.399974 -0.637106 -2.558489 0.49 -0.01 1.41 1.165
C -0.813760 0.511394 -2.078966 -0.16 -0.27 0.58 0.976
C -1.081978 1.747275 -2.648069 0.74 0.30 1.63 0.992
C -1.920715 1.839123 -3.764080 -1.09 -0.47 -1.66 -0.618
C -1.265846 -1.941956 -1.834823 -0.30 0.07 -0.47 -0.763
C 0.147105 -2.501485 -1.655678 0.94 -0.23 -0.08 -0.780
N 1.250856 -1.505893 -1.536215 -0.47 -0.11 0.04 0.347
Pd 0.506824 0.304649 -0.465622 0.93 -1.67 -0.20 -1.506
C -0.486884 2.981035 -2.038926 0.21 -0.59 0.17 -1.274
P 1.095117 2.446667 -1.279395 0.88 0.86 -0.56 1.226
H -2.712479 -1.467251 -4.044566 0.05 0.34 -0.15 0.512
H -2.109055 2.832064 -4.170808 -0.14 -0.33 -0.17 0.542
H -3.073439 0.739053 -5.204202 0.01 -0.03 0.23 0.451
H -1.104135 3.389179 -1.230033 -0.25 -0.01 -0.19 0.493
H -0.295589 3.747055 -2.799759 -0.12 0.03 0.27 0.583
H -1.699906 -1.837914 -0.827674 -0.16 0.12 -0.33 0.199
H -1.837358 -2.674164 -2.413297 -0.03 -0.13 0.48 0.543
H 0.160825 -3.078856 -0.725269 -0.07 -0.05 -0.34 0.441
C 1.798852 3.808927 -0.321874 -0.01 -0.09 0.16 -1.164
C 2.129878 2.404527 -2.772710 0.61 0.49 -0.86 -1.441
H 0.395028 -3.169538 -2.494541 -0.09 0.05 0.25 0.356
C 1.800204 -1.143689 -2.858073 0.19 -0.24 -0.14 -1.263
C 2.339341 -2.045744 -0.684813 0.03 0.17 0.12 -0.987
H 0.536821 1.888572 0.236853 -0.83 1.96 0.49 -0.370
H 2.240818 -2.046912 -3.305672 -0.04 0.24 -0.03 0.444
H 1.021146 -0.762795 -3.527232 0.18 -0.08 0.20 0.375
H 2.586147 -0.387711 -2.740116 -0.22 -0.21 -0.03 0.312
H 2.899165 -2.826067 -1.218849 -0.10 0.12 0.13 0.368
H 3.012634 -1.217556 -0.431340 0.02 -0.30 -0.04 0.275
H 1.906041 -2.456042 0.232650 0.20 0.12 -0.12 0.399
H 2.222193 3.421925 -3.188181 0.11 -0.24 0.05 0.491
H 3.127764 2.044880 -2.498810 -0.12 0.10 -0.13 0.381
H 1.722521 1.761999 -3.563934 0.02 0.05 0.30 0.339
H 1.933687 4.685093 -0.977065 0.08 -0.30 0.32 0.455
H 1.122631 4.039244 0.518844 0.47 0.05 -0.37 0.458
H 2.769036 3.437005 0.054796 -0.33 0.43 -0.07 0.388
H 0.166281 0.915021 1.190305 0.24 -0.80 -0.75 0.404
C -2.168879 -2.068092 3.350422 0.07 -0.08 -0.26 -1.923
C -1.398327 -0.755910 3.244485 -0.63 -0.81 0.82 1.581
C -2.142007 0.311517 4.026892 0.05 0.24 0.00 -1.741
O -1.456551 -0.365453 1.843808 1.82 0.66 -1.07 -0.166
B -0.123780 -0.368465 1.432838 -1.50 -1.35 3.27 0.094
O 0.702355 -1.190802 2.246484 -0.46 1.40 -2.38 -0.282
C 0.138491 -0.910205 3.548934 0.06 0.25 0.99 1.134
C 0.806426 0.367285 4.060684 0.03 0.01 -0.08 -1.712
C 0.536739 -2.040611 4.469505 -0.23 -0.42 0.16 -1.742
H -3.180299 -1.875970 2.970866 0.21 -0.20 0.10 0.527
H -2.245357 -2.419621 4.389312 0.08 0.07 -0.37 0.362
H -1.687974 -2.829958 2.715325 -0.24 0.10 0.34 0.325
H -3.195430 0.294617 3.726722 0.21 0.03 0.04 0.449
H -2.104956 0.085022 5.095660 0.07 0.11 -0.06 0.389
H -1.753155 1.322519 3.841296 -0.05 -0.32 0.15 0.308
H 0.543377 0.537920 5.111246 0.04 0.14 -0.31 0.399
H 1.894794 0.252631 3.981852 -0.25 -0.06 0.11 0.459
H 0.533701 1.236902 3.454262 -0.08 0.08 0.17 0.264
H 0.061096 -2.972431 4.150693 0.29 0.05 0.13 0.404
H 1.632223 -2.152926 4.453143 -0.43 0.02 0.01 0.448
H 0.226175 -1.833613 5.504910 0.07 -0.04 -0.34 0.356

***

2.
60
Properties=species:S:1:pos:R:3:forces:R:3:mulliken_charge:R:1 method="wB97M-V/def2-TZVPD" charge=+2 total_energy_ha=-1434.98674 homo_ha="-0.4056 / -0.5629" spin_multiplicity=5 s2=6.042 fmax_ha_per_bohr=0.068 orbital_gap_ev="5.1 / 5.3"
C 4.600173 1.254773 -1.409459 0.70 3.11 0.86 -1.004
C 3.731589 2.164605 -0.817404 1.15 -0.12 -0.21 -0.740
C 2.421409 1.803127 -0.455024 1.39 2.58 0.50 0.849
C 2.001939 0.479816 -0.651156 -2.40 -2.36 -0.51 -0.001
C 2.865237 -0.413912 -1.299239 0.62 -0.27 -0.17 0.673
C 4.169174 -0.048009 -1.635539 -1.59 -2.33 -0.29 -0.552
C 1.607130 2.868923 0.209766 0.38 0.36 -0.27 -0.799
C 0.173667 3.143443 -0.250227 -0.27 -0.26 0.69 -0.760
N -0.422137 2.217863 -1.204886 -0.63 1.34 -0.80 0.295
Pt 0.172396 -0.314822 -0.030069 1.98 0.78 -0.84 0.689
C 2.410643 -1.809647 -1.607653 -0.46 -0.37 0.25 -1.306
P 0.582988 -1.762182 -1.657740 1.79 -1.75 -1.30 0.502
H 4.047529 3.194748 -0.626023 0.06 -0.44 -0.16 0.475
H 4.796941 -0.815459 -2.095910 0.03 0.42 0.15 0.538
H 5.616929 1.546893 -1.679062 -0.38 0.00 0.06 0.427
H 2.678164 -2.515385 -0.800176 0.03 0.25 -0.29 0.409
H 2.797931 -2.192451 -2.559542 0.06 0.08 0.16 0.616
H 1.580784 2.668318 1.290422 0.05 -0.23 -0.05 0.382
H 2.142052 3.819099 0.094802 0.01 -0.28 0.20 0.430
H -0.475774 3.156430 0.631078 0.00 0.11 -0.26 0.325
C 0.005448 -3.428015 -1.354402 -0.34 -0.38 -0.07 -1.236
C 0.186992 -1.364861 -3.376786 -0.38 0.24 -0.01 -1.304
H 0.131971 4.144179 -0.720727 -0.10 -0.34 0.06 0.440
C 0.117653 2.280937 -2.550278 0.26 -0.60 -0.41 -0.953
C -1.877282 2.286466 -1.208128 -0.37 -0.59 0.33 -0.864
H -1.016048 -1.552859 0.230230 -0.04 0.10 0.82 0.041
H -0.096575 3.268712 -2.985572 0.00 -0.12 0.19 0.414
H 1.191767 2.111465 -2.550384 0.03 0.10 0.01 0.400
H -0.363609 1.519264 -3.169117 0.05 0.18 0.12 0.272
H -2.182385 3.273102 -1.585908 0.10 -0.08 0.06 0.406
H -2.295851 1.516964 -1.859283 0.12 0.10 0.03 0.351
H -2.254563 2.148310 -0.194396 -0.01 0.03 -0.05 0.260
H 0.434518 -2.231458 -4.008136 -0.07 0.23 0.19 0.453
H -0.884128 -1.148089 -3.460574 0.14 -0.09 -0.13 0.358
H 0.752532 -0.488256 -3.720179 -0.08 -0.26 0.16 0.360
H 0.378622 -4.106788 -2.136978 -0.20 0.14 0.24 0.446
H 0.347411 -3.765763 -0.365887 -0.07 0.10 -0.32 0.400
H -1.093403 -3.415947 -1.365907 0.24 -0.23 -0.06 0.456
H -1.399573 -1.061313 -0.334316 -1.34 0.67 -0.57 0.050
C -0.444105 1.907994 4.491460 0.10 0.15 0.03 -1.902
C -0.704420 0.510624 3.935157 -0.74 0.74 1.45 1.510
C -0.297471 -0.513403 4.980666 -0.22 -0.26 0.03 -1.701
O 0.149621 0.335579 2.805316 -0.17 -0.45 -2.25 -0.375
B -0.677041 0.320551 1.695408 -1.13 0.79 3.19 0.376
O -2.002002 0.684892 1.960932 1.73 -0.67 -1.69 -0.432
C -2.166248 0.361301 3.346582 -0.33 -0.58 1.48 1.273
C -2.711333 -1.067256 3.475954 -0.01 -0.17 -0.42 -1.837
C -3.224259 1.274195 3.930442 -0.07 0.42 0.12 -1.799
H 0.626161 2.006739 4.721507 -0.29 0.01 -0.11 0.503
H -0.999018 2.066937 5.425190 0.09 -0.01 -0.28 0.399
H -0.734431 2.686284 3.771962 0.10 -0.13 0.18 0.240
H 0.733318 -0.315074 5.289639 -0.17 -0.07 -0.04 0.456
H -0.944585 -0.427021 5.861610 0.14 -0.02 -0.13 0.374
H -0.365012 -1.541097 4.603894 0.07 0.27 0.09 0.317
H -2.964116 -1.264930 4.520594 0.01 -0.04 -0.16 0.424
H -3.629125 -1.151249 2.870108 0.33 0.01 0.27 0.499
H -2.009660 -1.851471 3.151525 -0.11 0.30 0.00 0.273
H -2.975634 2.338068 3.830323 -0.05 -0.29 0.04 0.337
H -4.169881 1.090196 3.407207 0.18 0.06 0.11 0.489
H -3.383819 1.042229 4.991644 0.08 0.12 -0.24 0.374

***

3.
59
Properties=species:S:1:pos:R:3:forces:R:3:mulliken_charge:R:1 method="wB97M-V/def2-TZVPD" charge=+2 total_energy_ha=-2134.98907 homo_ha="-0.5280 / -0.5297" spin_multiplicity=6 s2=9.331 fmax_ha_per_bohr=0.058 orbital_gap_ev="5.1 / 7.7"
C 1.736448 -2.638012 0.180262 -0.93 -0.89 -0.22 -0.614
H 1.443832 -3.682180 0.003004 0.47 0.07 -0.03 0.470
H 2.534943 -2.391555 -0.545898 -0.49 0.09 0.11 0.302
H 0.701160 -2.199797 -0.105140 1.47 -1.18 0.38 0.017
C 2.178634 -2.488092 1.647570 -0.12 0.02 0.46 -0.103
H 2.532118 -1.464151 1.881783 0.02 -0.14 -0.15 0.383
H 1.319762 -2.664584 2.303451 -0.06 0.09 -0.10 0.299
C 3.273529 -3.501637 2.087379 0.16 0.07 -0.25 -1.395
H 3.569251 -3.330443 3.135975 -0.21 0.07 -0.47 0.377
H 2.910342 -4.539793 2.023150 0.00 0.43 -0.08 0.367
H 4.183609 -3.427942 1.468444 -0.36 0.04 0.19 0.348
C 0.830626 2.207939 -0.789962 1.53 0.29 -0.70 0.712
C 1.942426 2.031790 0.109753 -0.03 0.45 -1.70 0.240
C 2.874761 1.132456 -0.509350 -0.39 1.12 -0.03 0.884
C 2.319584 0.722650 -1.788612 -1.02 1.23 -0.35 0.367
C 1.064519 1.396484 -1.962380 1.54 1.10 0.39 0.617
C 0.248039 1.413221 -3.199638 -0.42 -0.08 -0.35 -1.536
C 2.988005 -0.152567 -2.779628 0.16 -0.48 -0.30 -1.405
C 4.208082 0.762562 0.019749 0.18 -0.29 0.34 -1.293
C 2.174618 2.821671 1.339275 -0.07 0.20 0.66 -1.710
C -0.233414 3.235847 -0.633476 -0.33 0.18 0.08 -1.229
Dy 0.852760 -0.131166 -0.085874 -0.80 -2.07 2.02 -0.206
H 2.274161 -0.498920 -3.535731 0.26 0.02 0.11 0.376
H 3.793342 0.380880 -3.307900 -0.20 -0.12 0.19 0.370
H 3.435698 -1.031813 -2.297589 0.06 0.14 -0.22 0.249
H 0.451295 0.531440 -3.811037 -0.15 0.12 -0.05 0.424
H -0.822057 1.434774 -2.965448 0.15 0.01 -0.15 0.259
H 0.468740 2.300959 -3.813799 0.01 -0.26 0.22 0.350
H -0.451820 3.424919 0.425275 0.02 0.07 -0.25 0.352
H 0.108689 4.184174 -1.081327 -0.17 -0.26 0.18 0.373
H -1.166533 2.942927 -1.131906 0.22 0.15 0.04 0.315
H 2.890887 2.325269 1.996016 -0.07 0.15 0.08 0.417
H 2.572578 3.824141 1.110706 -0.14 -0.35 0.00 0.334
H 1.237920 2.960764 1.891022 0.22 0.09 0.06 0.378
H 4.407836 -0.308783 -0.112238 0.13 0.18 -0.04 0.306
H 5.006678 1.316168 -0.496866 -0.21 -0.14 0.04 0.349
H 4.281950 0.997021 1.087318 0.10 -0.06 -0.24 0.353
C -4.548036 -1.418233 -0.036768 0.42 0.32 0.30 -0.870
N -3.349221 -1.868328 0.727788 0.35 0.35 -0.07 0.035
C -3.298570 -1.178741 2.041743 -0.28 0.25 -0.52 -0.925
N -3.361187 0.296788 1.927050 0.29 -0.05 -0.42 0.098
C -4.571942 0.680202 1.141104 0.51 -0.28 -0.11 -0.894
N -4.610783 0.051136 -0.196103 0.76 -0.07 0.12 0.149
C -3.544515 0.560201 -1.082259 -0.77 -0.10 0.02 -1.072
P -1.863735 0.168183 -0.403036 -0.15 0.33 0.19 1.566
C -2.106334 -1.638622 -0.052168 -0.98 -0.21 0.36 -1.175
C -2.124819 0.852187 1.326001 -0.69 -0.39 0.19 -1.003
H -5.445168 -1.731408 0.520499 0.36 0.02 -0.28 0.333
H -4.523343 -1.886844 -1.029323 -0.15 0.05 0.29 0.392
H -2.374447 -1.461528 2.570817 -0.32 0.03 -0.12 0.365
H -4.172226 -1.506791 2.623720 0.34 0.08 -0.14 0.302
H -4.586809 1.773515 1.027435 -0.10 -0.32 0.10 0.378
H -5.459619 0.338550 1.694447 0.33 0.22 -0.13 0.305
H -3.636986 0.096289 -2.074064 -0.01 0.17 0.21 0.468
H -3.647101 1.650886 -1.191179 0.07 -0.32 -0.01 0.358
H -1.250127 -2.086017 0.493032 -0.36 0.08 -0.08 0.699
H -2.200761 -2.155618 -1.019220 0.13 0.03 0.24 0.396
H -2.213603 1.947289 1.260801 0.09 -0.30 0.01 0.341
H -1.253663 0.620283 1.973350 -0.35 0.09 -0.03 0.658

***

4.
60
Properties=species:S:1:pos:R:3:forces:R:3:mulliken_charge:R:1 method="wB97M-V/def2-TZVPD" charge=+2 total_energy_ha=-1736.37402 homo_ha="-0.4445 / -0.4944" spin_multiplicity=6 s2=8.766 fmax_ha_per_bohr=0.088 e_above_lowest_kj_mol=94.34 orbital_gap_ev="6.5 / 6.5"
P 0.066780 -2.247684 -2.111620 0.57 -1.15 -2.09 0.510
P 0.274035 1.707446 -2.008827 -0.94 2.87 -3.34 0.727
C -0.366611 -0.930348 -3.271953 0.07 0.38 -0.58 -1.080
C 0.483821 0.360590 -3.291868 0.25 -0.61 0.22 -1.377
H -1.447127 -0.708840 -3.205590 0.47 -0.19 0.11 0.462
H -0.247111 -1.407307 -4.257909 -0.01 0.12 0.13 0.684
H 1.560127 0.116281 -3.338643 -0.44 0.12 0.00 0.578
H 0.250613 0.889406 -4.236021 0.04 0.03 0.54 0.665
C -1.169771 2.599936 -2.730343 0.08 -0.18 -0.06 -1.281
H -1.518530 3.365238 -2.015892 0.10 -0.27 -0.43 0.402
H -1.996338 1.910572 -2.971179 0.31 0.43 0.15 0.417
H -0.820608 3.060434 -3.668427 -0.28 -0.04 0.39 0.578
C 1.621903 2.844036 -2.474875 0.22 -0.42 0.13 -1.304
H 1.351863 3.278478 -3.451898 0.33 -0.17 0.41 0.469
H 2.567943 2.285211 -2.555966 -0.18 0.42 0.05 0.399
H 1.702352 3.638800 -1.715033 0.06 -0.30 -0.41 0.390
C -1.197350 -3.519857 -2.437656 -0.31 -0.23 0.03 -1.501
H -1.186863 -4.290924 -1.657357 0.11 0.13 -0.21 0.442
H -1.012067 -4.007544 -3.404310 0.17 0.19 0.18 0.477
H -2.204718 -3.077882 -2.460360 0.39 -0.08 0.05 0.454
C 1.608386 -3.072780 -2.490067 0.32 -0.21 -1.00 -1.289
H 2.412201 -2.343821 -2.644807 -0.05 -0.20 0.02 0.412
H 1.471003 -3.680797 -3.391841 0.34 0.08 0.11 0.451
H 1.881878 -3.731713 -1.653199 -0.18 0.21 -0.20 0.439
Ir 1.633049 -0.804233 3.663188 2.75 -2.27 0.64 0.624
C 0.053872 1.883400 -0.251174 1.15 -1.80 1.54 0.359
C -1.321171 1.578549 0.125343 -0.30 0.79 0.26 -1.657
C -2.100079 0.570877 -0.569916 -0.87 -0.76 -0.15 0.401
C -2.038777 -0.810837 0.136005 -1.39 0.58 -0.22 -0.970
C -1.088901 -1.762339 -0.420301 -1.73 0.55 2.51 -1.431
C 0.349646 -1.563613 -0.543531 1.73 -0.19 1.66 1.400
C 1.380909 -0.370018 -0.412082 0.45 -0.23 0.10 -1.607
C 1.080448 0.875076 0.413270 -0.01 0.47 0.51 0.048
C 1.253463 -2.647549 3.403007 -0.73 -3.07 -1.02 -0.959
H 0.370657 2.895242 0.043871 -0.17 -0.12 -0.45 0.851
H -1.720192 1.998508 1.038195 0.04 0.05 0.03 0.411
H -1.789203 0.425724 -1.621621 -0.12 0.10 0.51 -0.713
H -3.160139 0.877149 -0.611040 0.35 -0.09 -0.02 0.590
H -1.757868 -0.684981 1.194023 -0.29 0.07 0.06 0.200
H -3.054470 -1.239372 0.100691 0.41 0.04 0.24 0.526
H -1.367127 -2.781402 -0.129566 0.36 0.26 -0.13 0.583
H 0.796518 -2.338286 0.098652 -0.01 -0.09 -0.30 0.593
H 1.773618 -0.064598 -1.401173 -0.15 -0.31 0.52 0.672
H 2.273862 -0.812282 0.074004 -0.54 -0.01 -0.27 0.669
H 0.741551 0.610637 1.423013 -0.13 0.04 -0.43 -0.822
H 2.033297 1.405046 0.595809 -0.25 -0.23 -0.30 0.737
H 1.947403 -3.279325 3.969703 -0.01 -0.18 -0.31 0.358
H 1.222525 -2.938028 2.338729 -0.12 -0.47 0.39 0.112
H 0.240167 -2.792362 3.824628 0.08 -0.14 -0.18 0.299
O 2.350777 1.016025 4.163917 0.38 3.50 0.82 -0.654
C 1.149234 1.418604 4.285185 -0.13 -0.51 0.11 0.619
C 0.410226 2.396172 5.134765 -0.02 0.47 0.57 -0.577
C -1.065862 1.975719 4.953925 -0.44 0.13 0.24 -0.404
C -1.076367 0.856952 3.920909 0.39 0.31 -0.41 -0.029
O -2.012006 0.314039 3.368798 1.19 0.50 0.60 -0.564
N 0.306258 0.598037 3.638032 -3.77 2.02 -0.84 -0.010
H 0.731015 2.335794 6.185825 0.07 0.07 -0.40 0.343
H 0.566596 3.426409 4.794297 0.18 -0.20 0.09 0.264
H -1.492929 1.587931 5.890126 0.07 0.12 -0.25 0.297
H -1.705827 2.806401 4.628116 0.10 -0.29 0.09 0.318